1.
C32H22CrO6S | ωB97M-V/def2-TZVPD

largest force on an atom: 5.5 eV/A
2S+1: 4
HOMO level (alpha / beta): -7.27 / -11.42 eV
HOMO-LUMO gap (alpha / beta): 0.1351 / 0.2023 Ha
net charge: +1
lowest unoccupied orbital energy (alpha / beta): -0.132 / -0.218 hartree
E_tot: -85066.4895 eV
expectation value of S²: 3.789

Last column: natural (NBO) charge in e.
Cartesian coordinates (Å):
C (3.62948, -2.86657, 1.57108)  -0.261
C (2.43520, -2.90714, 2.29650)  -0.199
C (1.20898, -2.80924, 1.62667)  -0.245
C (1.17826, -2.55817, 0.25350)  -0.377
S (-0.39290, -2.26557, -0.58576)  1.924
C (-1.40694, -2.79840, 0.64357)  -0.438
C (-2.16920, -2.26118, 1.73164)  0.479
O (-1.68266, -2.14617, 2.88298)  -0.539
C (-3.61538, -1.93690, 1.54191)  -0.091
C (-4.08344, -1.28733, 0.39127)  -0.191
C (-5.30943, -0.61540, 0.44539)  -0.207
C (-6.09140, -0.69992, 1.60174)  -0.171
C (-5.69907, -1.51190, 2.67653)  -0.213
C (-4.45416, -2.12326, 2.65077)  -0.174
O (-1.01841, -0.79129, -0.38448)  -0.709
O (-0.41061, -2.74778, -1.94321)  -0.847
C (2.37203, -2.56290, -0.47594)  -0.254
C (3.59761, -2.69079, 0.18178)  -0.209
H (4.58885, -2.94486, 2.09349)  0.221
H (2.45576, -2.99399, 3.38851)  0.229
H (0.28064, -2.84678, 2.20191)  0.233
H (-1.37735, -3.89667, 0.65366)  0.252
H (-3.45236, -1.28385, -0.50193)  0.228
H (-5.62081, -0.00293, -0.40684)  0.228
H (-7.00883, -0.11847, 1.68440)  0.226
H (-6.33862, -1.64045, 3.55144)  0.231
H (-4.07947, -2.71668, 3.48962)  0.239
H (2.33438, -2.41436, -1.55254)  0.217
H (4.52709, -2.64412, -0.39161)  0.213
O (3.70866, 5.46303, -3.50406)  -0.385
C (3.56885, 4.33490, -3.25335)  0.745
Cr (3.48045, 2.56408, -2.53967)  -0.688
C (2.81968, 3.44277, -1.00343)  0.756
O (2.54149, 4.11676, -0.09341)  -0.405
C (5.19210, 2.99517, -1.83067)  0.752
O (6.15999, 3.46612, -1.38548)  -0.410
C (3.66740, 1.48124, -4.39952)  -0.195
C (2.34714, 1.92498, -4.24339)  -0.171
C (1.65045, 1.63809, -3.06724)  -0.145
C (2.24412, 0.87133, -2.03215)  -0.029
C (1.54394, 0.62263, -0.77443)  -0.136
C (0.80441, 0.35214, 0.16356)  0.230
C (-0.40465, -0.23670, 0.80901)  -0.118
C (-1.37370, 0.81931, 1.26903)  0.010
C (-2.02412, 0.79744, 2.51045)  -0.206
C (-3.08313, 1.66851, 2.76498)  -0.206
C (-3.42810, 2.63798, 1.81892)  -0.195
C (-2.64773, 2.77943, 0.66058)  -0.200
C (-1.60177, 1.88305, 0.39887)  -0.221
C (3.58370, 0.46956, -2.19977)  -0.208
C (4.27837, 0.74189, -3.38445)  -0.146
H (4.22557, 1.74686, -5.29772)  0.271
H (1.86639, 2.52114, -5.02009)  0.272
H (0.62818, 1.99501, -2.91338)  0.266
H (-0.14471, -0.89341, 1.62473)  0.279
H (-1.70768, 0.08114, 3.26686)  0.242
H (-3.61856, 1.58326, 3.71620)  0.231
H (-4.26014, 3.32867, 2.00964)  0.228
H (-2.83493, 3.58178, -0.05867)  0.220
H (-0.93477, 1.99083, -0.46382)  0.208
H (4.04795, -0.08347, -1.37839)  0.287
H (5.30790, 0.39756, -3.48582)  0.273

Atomic forces in eV per Å
C 0.5 0.2 0.4
C -0.5 0.0 -0.4
C 0.2 0.3 1.6
C -2.0 -0.7 -1.8
S 4.8 -1.1 2.5
C -0.3 -4.0 -0.7
C -1.2 0.9 3.4
O -0.7 -0.6 -2.6
C 0.0 0.0 0.0
C 0.1 0.0 0.2
C 0.2 -0.2 0.0
C 0.1 0.0 0.0
C 0.1 0.0 -0.1
C 0.2 0.2 0.1
O -1.0 1.1 -0.9
O -0.9 0.8 -0.1
C 1.3 0.4 -0.6
C -0.8 0.1 -0.3
H -0.4 0.0 -0.2
H -0.1 -0.1 -0.5
H 0.4 -0.1 0.0
H -0.3 0.1 0.3
H -0.3 0.3 0.3
H 0.0 -0.3 0.4
H 0.1 -0.2 -0.1
H 0.1 0.1 -0.3
H -0.2 0.3 -0.2
H 0.1 -0.1 0.1
H -0.3 -0.1 0.2
O -0.6 -3.9 0.6
C 0.7 4.6 -0.8
Cr 0.8 2.3 -0.3
C -0.6 2.6 3.9
O 0.7 -2.4 -3.1
C 3.1 1.8 2.0
O -3.0 -1.8 -1.5
C 0.3 -0.7 -1.0
C -0.2 0.0 -0.5
C -1.5 -0.4 0.6
C -0.6 -0.8 1.1
C -0.6 0.0 0.3
C 1.3 0.0 -1.6
C 0.7 2.6 -0.5
C 0.0 0.9 0.5
C 0.0 -0.3 -0.3
C 0.2 0.1 -0.1
C 0.2 0.1 -0.1
C 0.3 -0.2 -0.1
C -0.7 0.3 0.1
C -0.2 -1.2 1.3
C 0.5 -0.2 -0.6
H -0.1 -0.1 0.3
H 0.2 -0.1 0.3
H 0.4 -0.1 -0.1
H 0.0 -0.5 -0.1
H -0.3 0.1 -0.2
H 0.2 0.1 -0.4
H 0.4 -0.4 -0.1
H 0.0 -0.2 0.4
H -0.6 0.0 0.2
H -0.1 0.2 -0.4
H -0.3 0.2 0.0



2.
C32H22CrO8S2 | ωB97M-V/def2-TZVPD

largest force on an atom: 6.8 eV/A
2S+1: 4
HOMO level (alpha / beta): -9.79 / -11.62 eV
HOMO-LUMO gap (alpha / beta): 0.2396 / 0.2263 Ha
net charge: +1
lowest unoccupied orbital energy (alpha / beta): -0.120 / -0.201 hartree
E_tot: -99997.2285 eV
expectation value of S²: 3.826

Last column: natural (NBO) charge in e.
Cartesian coordinates (Å):
O (-0.41918, 1.59619, 4.72859)  -0.402
C (-1.26870, 1.03499, 4.21761)  0.760
Cr (-2.67233, 0.11629, 3.38991)  -0.702
C (-2.10377, 0.49688, 1.64572)  0.759
O (-1.76737, 0.67184, 0.57029)  -0.384
C (-3.81688, 1.59487, 3.37020)  0.759
O (-4.52922, 2.48450, 3.37464)  -0.397
C (-3.47095, -0.80967, 5.16979)  -0.246
C (-2.17671, -1.33934, 4.92557)  -0.130
C (-1.82766, -1.83306, 3.64408)  -0.223
C (-2.81500, -1.90625, 2.60572)  -0.056
C (-2.46175, -2.38943, 1.32918)  -0.128
C (-2.00177, -2.57125, 0.19829)  0.207
C (-1.37073, -2.50234, -1.00559)  -0.123
C (-1.95767, -1.59550, -1.96967)  -0.013
C (-3.16787, -0.93572, -1.67081)  -0.187
C (-3.75772, -0.08014, -2.56943)  -0.212
C (-3.16208, 0.16171, -3.79485)  -0.172
C (-1.97150, -0.46636, -4.11058)  -0.207
C (-1.38397, -1.32228, -3.21916)  -0.142
C (-0.15876, -3.28315, -1.14972)  -0.012
C (0.22825, -4.17044, -0.12607)  -0.185
C (1.37502, -4.92743, -0.23790)  -0.210
C (2.17514, -4.81435, -1.35664)  -0.167
C (1.81919, -3.95222, -2.37760)  -0.214
C (0.67367, -3.20562, -2.27321)  -0.139
C (-4.12595, -1.39648, 2.87673)  -0.158
C (-4.45202, -0.84401, 4.14010)  -0.157
H (-3.72776, -0.41928, 6.15975)  0.278
H (-1.43289, -1.34930, 5.72364)  0.276
H (-0.80695, -2.17715, 3.43868)  0.282
H (-3.63529, -1.08641, -0.70953)  0.204
H (-4.68608, 0.41029, -2.32250)  0.221
H (-3.62697, 0.83613, -4.49595)  0.226
H (-1.50461, -0.28773, -5.06634)  0.226
H (-0.35413, -1.89745, -3.41957)  0.160
H (-0.38100, -4.26704, 0.75641)  0.211
H (1.64709, -5.61254, 0.54869)  0.224
H (3.07459, -5.40672, -1.43687)  0.226
H (2.43520, -3.86852, -3.25731)  0.228
H (0.27965, -2.46699, -3.12684)  0.175
H (-4.89662, -1.51122, 2.11321)  0.269
H (-5.44688, -0.42269, 4.31228)  0.276
C (1.59474, 0.37382, -3.06899)  -0.260
O (2.85254, 1.03053, -3.13134)  -0.491
C (3.08458, 1.91573, -2.07838)  -0.167
S (4.26876, 1.51033, -0.78631)  2.026
O (3.56584, 0.55834, 0.14293)  -0.871
O (5.67885, 1.30438, -1.27035)  -0.845
C (4.23483, 3.16928, -0.12134)  -0.207
C (3.30608, 4.04728, -0.61559)  -0.319
C (3.24202, 5.32822, -0.13174)  -0.165
C (4.14426, 5.73153, 0.83303)  -0.177
C (5.07703, 4.84685, 1.32952)  -0.173
C (5.11212, 3.55452, 0.86247)  -0.201
S (2.19409, 3.47279, -1.90113)  2.026
O (2.40527, 4.45293, -3.02697)  -0.845
O (0.82638, 3.08460, -1.40645)  -0.878
H (1.43595, -0.11378, -4.03052)  0.199
H (1.62721, -0.37977, -2.27247)  0.191
H (0.79246, 1.09999, -2.88830)  0.205
H (2.48918, 5.99807, -0.51314)  0.244
H (4.11407, 6.73970, 1.19809)  0.232
H (5.77730, 5.16004, 2.08561)  0.233
H (5.80733, 2.82897, 1.24842)  0.245

Atomic forces in eV per Å
O -0.8 -0.6 -0.4
C 1.5 1.2 0.6
Cr -0.2 0.4 0.7
C 1.0 0.4 -2.6
O -0.4 -0.1 1.5
C -1.3 1.9 0.0
O 0.7 -0.9 0.0
C -0.3 -0.4 0.6
C -0.3 -0.3 -0.2
C 0.3 -0.7 0.1
C -0.1 -0.4 0.5
C 0.4 -0.4 -1.5
C -1.0 0.7 3.0
C 0.4 -0.2 -0.9
C -0.4 0.3 -0.4
C 0.2 -0.1 0.1
C -0.1 0.1 0.0
C -0.1 0.1 -0.1
C 0.1 0.2 -0.4
C 1.9 -1.3 0.0
C 0.4 -0.3 0.1
C 0.0 0.1 -0.1
C -0.2 0.0 0.2
C 0.3 -0.2 -0.1
C 0.1 0.0 -0.2
C -0.9 1.4 -1.5
C -0.6 -0.5 -0.1
C 0.4 -0.4 0.0
H 0.2 -0.1 -0.5
H -0.2 0.2 -0.3
H -0.6 0.1 0.1
H -0.1 -0.1 0.0
H -0.1 0.0 0.1
H 0.0 0.1 -0.1
H 0.1 0.1 -0.1
H -5.2 4.0 -1.2
H -0.1 0.0 0.1
H 0.0 -0.1 0.1
H 0.1 0.0 0.0
H 0.1 0.0 -0.1
H 4.1 -4.4 3.1
H 0.3 0.3 0.2
H 0.4 -0.2 -0.1
C -1.0 -0.3 0.1
O 1.2 2.0 2.1
C -0.1 -1.5 -2.2
S 1.2 -0.8 0.6
O 1.9 1.9 -2.3
O -3.9 -0.1 1.1
C -0.1 -1.0 0.0
C -1.0 -0.3 -0.3
C -0.3 0.5 -0.1
C -0.2 0.2 -0.1
C 0.2 0.0 0.2
C 0.4 -0.5 0.1
S -0.8 1.0 -0.9
O -1.0 -2.9 2.6
O 3.0 1.3 -1.2
H 0.1 0.1 0.0
H -0.1 0.1 -0.1
H 0.1 -0.3 0.0
H 0.0 0.2 -0.1
H 0.0 0.3 0.1
H 0.1 0.1 0.1
H 0.3 0.0 0.1



Results for energy relative to the best compared isomer or geometry (same formula, charge and spin): 30.74, 44.03 (in kcal per mole, following the order of the records).